w | The following is a DFT calculation (ωB97M-V/def2-TZVPD) of the molecule C18H28N2O2.

Last columns: bonded neighbours and bond lengths (Å).
Element x y z (Å)
1 C -7.628 -0.595 3.179  O2 1.407, H23 1.095, H24 1.089, H25 1.095
2 O -6.930 0.154 2.213  C1 1.407, C3 1.359
3 C -5.595 -0.052 2.065  O2 1.359, C4 1.392, C22 1.400
4 C -4.842 -0.964 2.798  C3 1.392, C5 1.383, H26 1.079
5 C -3.485 -1.085 2.560  C4 1.383, C6 1.392, H27 1.081
6 C -2.850 -0.309 1.596  C5 1.392, C7 1.451, C21 1.399
7 C -1.424 -0.446 1.364  C6 1.451, N8 1.262, H28 1.103
8 N -0.811 0.251 0.509  C7 1.262, C9 1.430
9 C 0.595 0.079 0.311  N8 1.430, C10 1.533, H29 1.093, H30 1.102
10 C 0.827 -0.337 -1.146  C9 1.533, C11 1.548, H31 1.094, H32 1.093
11 C 2.281 -0.316 -1.674  C10 1.548, O12 1.426, C13 1.529, C19 1.544
12 O 2.401 -1.371 -2.626  C11 1.426, H33 0.964
13 C 3.308 -0.622 -0.584  C11 1.529, C14 1.532, H34 1.088, H35 1.090
14 C 4.747 -0.586 -1.110  C13 1.532, C15 1.528, N16 1.461, H36 1.106
15 C 5.697 -0.874 0.051  C14 1.528, H37 1.086, H38 1.087, H39 1.087
16 N 4.998 0.724 -1.707  C14 1.461, C17 1.448, C18 1.452
17 C 6.374 0.906 -2.119  N16 1.448, H40 1.087, H41 1.089, H42 1.102
18 C 4.102 0.928 -2.832  N16 1.452, C19 1.531, H43 1.093, H44 1.105
19 C 2.645 1.012 -2.371  C11 1.544, C18 1.531, C20 1.525, H45 1.099
20 C 2.442 2.260 -1.519  C19 1.525, H46 1.085, H47 1.086, H48 1.088
21 C -3.615 0.604 0.862  C6 1.399, C22 1.373, H49 1.078
22 C -4.963 0.730 1.092  C3 1.400, C21 1.373, H50 1.079
23 H -7.583 -1.668 2.966  C1 1.095
24 H -8.663 -0.260 3.119  C1 1.089
25 H -7.245 -0.407 4.187  C1 1.095
26 H -5.299 -1.582 3.555  C4 1.079
27 H -2.911 -1.796 3.137  C5 1.081
28 H -0.908 -1.195 1.989  C7 1.103
29 H 1.062 1.046 0.508  C9 1.093
30 H 1.025 -0.669 0.998  C9 1.102
31 H 0.461 -1.363 -1.252  C10 1.094
32 H 0.204 0.299 -1.779  C10 1.093
33 H 1.784 -1.202 -3.347  O12 0.964
34 H 3.217 0.106 0.220  C13 1.088
35 H 3.103 -1.617 -0.190  C13 1.090
36 H 4.858 -1.382 -1.871  C14 1.106
37 H 6.705 -1.081 -0.296  C15 1.086
38 H 5.346 -1.746 0.598  C15 1.087
39 H 5.722 -0.025 0.729  C15 1.087
40 H 7.023 0.917 -1.247  C17 1.087
41 H 6.465 1.870 -2.617  C17 1.089
42 H 6.720 0.123 -2.812  C17 1.102
43 H 4.375 1.868 -3.320  C18 1.093
44 H 4.205 0.115 -3.573  C18 1.105
45 H 2.014 1.100 -3.267  C19 1.099
46 H 3.088 2.231 -0.648  C20 1.085
47 H 1.407 2.364 -1.207  C20 1.086
48 H 2.707 3.139 -2.104  C20 1.088
49 H -3.118 1.203 0.116  C21 1.078
50 H -5.565 1.430 0.534  C22 1.079

SMILES string: COc1ccc(/C=N/CC[C@]2(O)C[C@H](C)N(C)C[C@@H]2C)cc1

---

x | The following is a DFT calculation (ωB97M-V/def2-TZVPD) of the molecule C18H28N2O2.

Last columns: bonded neighbours and bond lengths (Å).
Element x y z (Å)
1 C -7.279 0.967 0.598  C2 1.653, H23 1.016, H24 0.994, H25 0.983
2 C -6.229 1.132 -0.667  C1 1.653, C3 1.387, C4 1.472, H26 1.333
3 C -6.919 1.249 -1.864  C2 1.387, H27 1.116, H28 1.262, H29 1.179
4 C -5.054 0.265 -0.487  C2 1.472, C5 1.435, H30 1.093, H31 1.047
5 C -4.269 0.180 0.711  C4 1.435, N6 1.306, H32 1.198, H33 1.051
6 N -3.097 -0.392 0.793  C5 1.306, C7 1.306, H34 1.193
7 C -1.873 0.004 0.571  N6 1.306, O8 1.231, C9 1.623
8 O -1.688 1.177 0.894  C7 1.231
9 C -0.747 -1.165 0.600  C7 1.623, C10 1.230, C22 1.352
10 C -0.984 -2.189 1.239  C9 1.230, C11 1.551, H35 0.933
11 C 0.131 -3.181 0.817  C10 1.551, C12 1.320, H36 1.163
12 C 1.277 -2.751 0.323  C11 1.320, C13 1.537, H37 1.140
13 C 1.523 -1.401 -0.368  C12 1.537, C14 1.434, C22 1.433
14 C 2.752 -1.127 -1.055  C13 1.434, O15 1.329, N16 1.474
15 O 3.309 -2.154 -1.687  C14 1.329
16 N 3.065 0.312 -0.978  C14 1.474, C17 1.343, H38 1.070
17 C 4.277 0.622 -1.466  N16 1.343, C18 1.454, H39 1.175, H40 1.274
18 C 5.409 0.858 -0.586  C17 1.454, C19 1.436, H41 1.061, H42 1.185
19 C 5.112 1.527 0.650  C18 1.436, C20 1.581, C21 1.554, H43 1.161
20 C 4.895 3.044 0.262  C19 1.581, H44 1.281, H45 1.256, H46 0.948
21 C 6.288 1.597 1.664  C19 1.554, H47 1.218, H48 1.264, H49 0.914
22 C 0.330 -0.671 -0.051  C9 1.352, C13 1.433, H50 1.132
23 H -8.016 1.643 0.417  C1 1.016
24 H -7.539 0.046 0.329  C1 0.994
25 H -6.890 1.011 1.500  C1 0.983
26 H -5.990 2.371 -0.239  C2 1.333
27 H -7.353 0.230 -2.008  C3 1.116
28 H -6.138 1.630 -2.779  C3 1.262
29 H -7.728 2.085 -2.060  C3 1.179
30 H -4.471 0.732 -1.284  C4 1.093
31 H -5.586 -0.604 -0.729  C4 1.047
32 H -3.800 1.230 1.045  C5 1.198
33 H -4.879 0.133 1.566  C5 1.051
34 H -3.184 -1.570 0.622  N6 1.193
35 H -1.738 -2.469 1.714  C10 0.933
36 H 0.045 -4.122 1.495  C11 1.163
37 H 2.120 -3.318 -0.195  C12 1.140
38 H 2.444 0.719 -0.208  N16 1.070
39 H 4.466 -0.176 -2.308  C17 1.175
40 H 3.931 1.702 -2.049  C17 1.274
41 H 6.251 1.080 -1.192  C18 1.061
42 H 5.640 -0.222 -0.157  C18 1.185
43 H 4.135 1.262 1.218  C19 1.161
44 H 4.851 3.940 1.176  C20 1.281
45 H 5.816 3.475 -0.475  C20 1.256
46 H 4.040 3.249 -0.092  C20 0.948
47 H 6.010 2.294 2.623  C21 1.218
48 H 6.530 0.448 2.130  C21 1.264
49 H 7.084 1.969 1.413  C21 0.914
50 H 0.555 0.318 -0.551  C22 1.132

SMILES string: CC(C)CCNC(=O)c1cccc(C(=O)NCCC(C)C)c1

---

Q: Which of them is the most stable? A: w.

---

w | The following is a DFT calculation (ωB97M-V/def2-TZVPD) of a cluster of 2 separate species, C8H13N6 in total.

Last columns: bonded neighbours and bond lengths (Å).
Element x y z (Å)
1 C -1.494 0.036 -0.333  N9 1.331, N12 1.306
2 C 2.796 -0.278 1.087  C3 1.462, C4 1.307, H15 1.063
3 C 2.090 -1.467 0.614  C2 1.462, C5 1.338, H16 1.012
4 C 2.268 0.908 0.935  C2 1.307, C6 1.628, H17 1.141
5 C 1.020 -1.308 -0.173  C3 1.338, C7 1.462, H18 1.000
6 C 0.775 1.131 0.327  C4 1.628, C7 1.442, N14 1.497, H19 1.080
7 C 0.578 0.026 -0.578  C5 1.462, C6 1.442, N13 1.370
8 C -2.310 -2.166 0.363  N12 1.443, H20 1.037, H21 1.115, H22 1.189
9 N -2.050 1.242 -0.255  C1 1.331, N10 1.330, H25 1.075
10 N -3.301 1.146 0.189  N9 1.330, N11 1.253
11 N -3.527 -0.051 0.485  N10 1.253, N12 1.345
12 N -2.408 -0.736 0.192  C1 1.306, C8 1.443, N11 1.345
13 N 0.772 0.195 -1.924  C7 1.370, H23 0.984, H24 1.020
14 N 0.580 2.508 -0.225  C6 1.497, H26 0.969, H27 1.063
15 H 3.785 -0.380 1.463  C2 1.063
16 H 2.500 -2.390 0.685  C3 1.012
17 H 2.717 1.804 1.481  C4 1.141
18 H 0.642 -2.047 -0.731  C5 1.000
19 H 0.162 1.002 1.206  C6 1.080
20 H -2.497 -2.629 1.272  C8 1.037
21 H -3.172 -2.573 -0.217  C8 1.115
22 H -1.202 -2.400 0.002  C8 1.189
23 H 0.607 -0.655 -2.392  N13 0.984
24 H 0.584 1.025 -2.487  N13 1.020
25 H -1.802 2.127 -0.813  N9 1.075
26 H 1.296 2.802 -0.809  N14 0.969
27 H 0.595 3.129 0.638  N14 1.063

Charge: +1

---

x | The following is a DFT calculation (ωB97M-V/def2-TZVPD) of a cluster of 2 separate species, C8H13N6 in total.

Last columns: bonded neighbours and bond lengths (Å).
Element x y z (Å)
1 C 2.461 -0.412 -2.231  C2 1.428, H12 1.188
2 C 2.281 0.212 -0.959  C1 1.428, C3 1.670
3 C 2.160 0.390 0.697  C2 1.670, N4 1.514, H13 1.173, H14 1.187
4 N 0.726 0.124 1.107  C3 1.514, C5 1.372, H15 1.046
5 C 0.300 -1.146 1.402  N4 1.372, N6 1.537, N9 1.515
6 N 1.276 -2.331 1.319  C5 1.537, C7 1.511
7 C 0.341 -3.444 1.731  N6 1.511, N8 1.533, H16 1.171
8 N -1.069 -2.919 2.026  C7 1.533, N9 1.407, H17 1.054
9 N -1.109 -1.530 1.805  C5 1.515, N8 1.407, C10 1.515
10 C -2.371 -0.707 1.965  N9 1.515, N11 1.540, H18 1.175, H19 1.192
11 N -2.495 0.310 0.815  C10 1.540, H20 1.052, H21 1.043
12 H 2.518 -1.046 -3.234  C1 1.188
13 H 2.924 -0.275 1.289  C3 1.173
14 H 2.452 1.514 0.939  C3 1.187
15 H 0.049 0.918 1.183  N4 1.046
16 H 0.780 -4.528 1.786  C7 1.171
17 H -1.851 -3.553 2.335  N8 1.054
18 H -2.507 -0.216 3.024  C10 1.175
19 H -3.284 -1.460 1.821  C10 1.192
20 H -3.197 1.056 1.055  N11 1.052
21 H -2.883 -0.255 0.029  N11 1.043
22 C 0.834 2.989 -3.082  C23 1.520, H25 1.093, H26 1.093, H27 1.094
23 C -0.362 3.641 -3.757  C22 1.520, N24 1.261
24 N -1.355 4.181 -4.316  C23 1.261
25 H 1.632 2.828 -3.812  C22 1.093
26 H 1.207 3.634 -2.282  C22 1.093
27 H 0.542 2.025 -2.655  C22 1.094

Charge: +1

---

y | The following is a DFT calculation (ωB97M-V/def2-TZVPD) of the ion C8H13N6 with charge +1.

Last columns: bonded neighbours and bond lengths (Å).
Element x y z (Å)
1 C 0.556 -3.085 1.493  C2 1.480, H15 1.040, H16 1.171, H17 1.142
2 C -0.056 -1.739 1.450  C1 1.480, C3 1.319, C12 1.523
3 C -1.046 -1.102 2.046  C2 1.319, N4 1.472, H18 0.989
4 N -1.223 0.281 1.573  C3 1.472, N5 1.405, H19 1.015, H20 1.104
5 N -0.085 0.432 0.762  N4 1.405, C6 1.756, C12 1.459
6 C -0.225 1.542 -0.591  N5 1.756, C7 1.390, N11 1.257
7 C -1.411 2.240 -0.782  C6 1.390, N8 1.328, H21 1.058
8 N -1.518 2.901 -1.929  C7 1.328, C9 1.330
9 C -0.456 2.908 -2.731  N8 1.330, C10 1.382, H22 1.127
10 C 0.748 2.355 -2.341  C9 1.382, N11 1.326, H23 1.089
11 N 0.810 1.533 -1.302  C6 1.257, C10 1.326
12 C 0.577 -0.820 0.413  C2 1.523, N5 1.459, N13 1.376, N14 1.508
13 N 1.945 -0.672 0.445  C12 1.376, H24 1.007, H25 0.976
14 N -0.047 -1.160 -0.916  C12 1.508, H26 1.032, H27 1.015
15 H 0.233 -3.580 0.636  C1 1.040
16 H 0.195 -3.813 2.336  C1 1.171
17 H 1.678 -2.926 1.355  C1 1.142
18 H -1.632 -1.443 2.766  C3 0.989
19 H -2.056 0.301 0.995  N4 1.015
20 H -1.122 0.928 2.462  N4 1.104
21 H -2.255 2.232 -0.143  C7 1.058
22 H -0.591 3.617 -3.597  C9 1.127
23 H 1.647 2.316 -2.954  C10 1.089
24 H 2.431 -0.684 1.327  N13 1.007
25 H 2.301 0.100 -0.035  N13 0.976
26 H 0.460 -0.536 -1.563  N14 1.032
27 H 0.142 -2.124 -1.172  N14 1.015

SMILES string: CC1=C[NH2+]N(c2cnccn2)C1(N)N
Charge: +1

---

Q: Which of them is the most stable? A: y.

---

w | The following is a DFT calculation (ωB97M-V/def2-TZVPD) of a cluster of 6 separate species, C6H26N2O5 in total.

Last columns: bonded neighbours and bond lengths (Å).
Element x y z (Å)
1 C 2.543 2.111 -0.271  N2 1.487, H9 1.084, H10 1.089, H11 1.093
2 N 1.186 1.529 -0.444  C1 1.487, C3 1.465, H12 1.019
3 C 1.107 0.067 -0.374  N2 1.465, C4 1.538, C5 1.535, H13 1.086
4 C 1.877 -0.692 -1.468  C3 1.538, H14 1.086, H15 1.086, H16 1.094
5 C -0.369 -0.300 -0.575  C3 1.535, N6 1.453, H17 1.100, H18 1.092
6 N -0.688 -1.661 -0.180  C5 1.453, C7 1.438, C8 1.439
7 C -1.305 -1.786 1.114  N6 1.438, H19 1.099, H20 1.099, H21 1.086
8 C -1.278 -2.477 -1.208  N6 1.439, H22 1.100, H23 1.098, H24 1.091
9 H 3.356 1.730 -0.878  C1 1.084
10 H 2.757 2.091 0.797  C1 1.089
11 H 2.358 3.167 -0.485  C1 1.093
12 H 0.926 1.847 -1.376  N2 1.019
13 H 1.417 -0.211 0.629  C3 1.086
14 H 2.088 -1.681 -1.075  C4 1.086
15 H 1.336 -0.686 -2.410  C4 1.086
16 H 2.857 -0.251 -1.678  C4 1.094
17 H -1.015 0.369 0.014  C5 1.100
18 H -0.700 -0.060 -1.588  C5 1.092
19 H -0.767 -1.231 1.894  C7 1.099
20 H -2.299 -1.316 1.117  C7 1.099
21 H -1.250 -2.804 1.488  C7 1.086
22 H -1.918 -1.985 -1.955  C8 1.100
23 H -0.537 -2.995 -1.829  C8 1.098
24 H -1.887 -3.249 -0.736  C8 1.091
25 O -3.706 1.370 0.482  H26 0.960, H27 0.975
26 H -4.254 1.681 1.206  O25 0.960
27 H -2.807 1.645 0.740  O25 0.975
28 O 3.055 0.109 2.471  H29 0.970, H30 0.956
29 H 2.829 -0.714 2.930  O28 0.970
30 H 3.980 0.145 2.234  O28 0.956
31 O -1.342 2.885 0.214  H32 0.974, H33 0.963
32 H -0.393 2.747 0.388  O31 0.974
33 H -1.399 3.295 -0.655  O31 0.963
34 O 1.655 -2.265 2.841  H35 0.961, H36 0.959
35 H 0.956 -2.049 2.218  O34 0.961
36 H 2.058 -3.079 2.536  O34 0.959
37 O -3.408 1.571 -2.435  H38 0.958, H39 0.962
38 H -3.044 2.151 -1.765  O37 0.958
39 H -3.978 0.983 -1.932  O37 0.962

SMILES string: CN[C@H](C)CN(C)C.O.O.O.O.O

---

x | The following is a DFT calculation (ωB97M-V/def2-TZVPD) of a cluster of 6 separate species, C6H26N2O5 in total.

Last columns: bonded neighbours and bond lengths (Å).
Element x y z (Å)
1 C 2.384 1.815 1.861  C2 1.524, H9 1.091, H10 1.090, H11 1.090
2 C 1.358 0.725 1.574  C1 1.524, C3 1.537, H12 1.093, H13 1.090
3 C 0.808 0.802 0.141  C2 1.537, C4 1.522, N5 1.476, H14 1.090
4 C 1.818 0.248 -0.853  C3 1.522, H15 1.091, H16 1.090, H17 1.092
5 N -0.483 0.086 0.119  C3 1.476, C6 1.465, H18 1.016
6 C -1.258 0.190 -1.119  N5 1.465, C7 1.531, H19 1.090, H20 1.101
7 C -2.675 -0.356 -0.926  C6 1.531, N8 1.454, H21 1.091, H22 1.093
8 N -2.795 -1.761 -0.573  C7 1.454, H23 1.018, H24 1.019
9 H 2.768 1.732 2.879  C1 1.091
10 H 3.245 1.761 1.196  C1 1.090
11 H 1.949 2.810 1.762  C1 1.090
12 H 1.821 -0.254 1.722  C2 1.093
13 H 0.523 0.814 2.269  C2 1.090
14 H 0.602 1.852 -0.064  C3 1.090
15 H 1.481 0.386 -1.881  C4 1.091
16 H 2.786 0.745 -0.789  C4 1.090
17 H 1.976 -0.817 -0.670  C4 1.092
18 H -0.311 -0.884 0.369  N5 1.016
19 H -1.332 1.244 -1.388  C6 1.090
20 H -0.801 -0.319 -1.982  C6 1.101
21 H -3.185 0.219 -0.151  C7 1.091
22 H -3.220 -0.180 -1.857  C7 1.093
23 H -2.620 -1.924 0.416  N8 1.018
24 H -2.168 -2.377 -1.089  N8 1.019
25 O -1.613 -1.786 2.329  H26 0.968, H27 0.980
26 H -1.488 -0.853 2.104  O25 0.968
27 H -0.810 -2.246 2.006  O25 0.980
28 O 0.609 -2.879 -1.686  H29 0.970, H30 0.972
29 H 0.043 -2.128 -1.926  O28 0.970
30 H 1.462 -2.674 -2.103  O28 0.972
31 O 0.706 -2.962 1.086  H32 0.982, H33 0.964
32 H 0.687 -3.057 0.109  O31 0.982
33 H 0.804 -3.858 1.428  O31 0.964
34 O 0.434 2.486 -2.894  H35 0.964, H36 0.965
35 H 0.125 2.653 -1.996  O34 0.964
36 H 0.885 3.303 -3.136  O34 0.965
37 O -1.533 2.739 0.948  H38 0.972, H39 0.961
38 H -1.493 1.771 0.872  O37 0.972
39 H -1.491 2.933 1.888  O37 0.961

SMILES string: CC[C@@H](C)NCCN.O.O.O.O.O

---

y | The following is a DFT calculation (ωB97M-V/def2-TZVPD) of a cluster of 6 separate species, C6H26N2O5 in total.

Last columns: bonded neighbours and bond lengths (Å).
Element x y z (Å)
1 C -1.821 1.727 1.463  C2 1.567, H9 1.190, H10 1.076, H11 1.061
2 C -2.312 1.298 0.038  C1 1.567, C3 1.636, H12 1.143, H13 1.149
3 C -1.028 0.714 -0.789  C2 1.636, C4 1.550, N7 1.453, H14 1.140
4 C -1.572 -0.179 -1.934  C3 1.550, N5 1.453, H15 1.094, H16 1.169
5 N -0.742 -1.303 -2.329  C4 1.453, C6 1.531, H17 1.016
6 C 0.237 -1.041 -3.477  N5 1.531, H18 1.122, H19 1.070, H20 1.137
7 N -0.021 1.688 -1.175  C3 1.453, C8 1.455, H21 1.009
8 C 1.336 1.333 -0.788  N7 1.455, H22 1.107, H23 1.074, H24 1.144
9 H -2.468 2.480 2.119  C1 1.190
10 H -1.535 0.947 2.147  C1 1.076
11 H -0.987 2.364 1.305  C1 1.061
12 H -3.040 0.425 -0.078  C2 1.143
13 H -2.760 2.231 -0.462  C2 1.149
14 H -0.552 -0.077 -0.120  C3 1.140
15 H -1.848 0.540 -2.712  C4 1.094
16 H -2.597 -0.709 -1.745  C4 1.169
17 H -0.154 -1.640 -1.573  N5 1.016
18 H 0.785 -2.018 -3.519  C6 1.122
19 H 1.021 -0.328 -3.332  C6 1.070
20 H -0.307 -0.589 -4.367  C6 1.137
21 H 0.001 1.830 -2.174  N7 1.009
22 H 1.491 0.738 0.132  C8 1.107
23 H 1.922 0.904 -1.580  C8 1.074
24 H 1.817 2.231 -0.268  C8 1.144
25 O 0.139 4.167 0.480  H26 0.944, H27 1.043
26 H 0.524 4.445 -0.337  O25 0.944
27 H -0.248 3.217 0.294  O25 1.043
28 O -0.555 -2.080 3.031  H29 1.000, H30 0.969
29 H -0.465 -1.610 2.152  O28 1.000
30 H -0.272 -1.361 3.616  O28 0.969
31 O 0.791 -3.385 -0.433  H32 0.947, H33 0.920
32 H 0.114 -3.643 -1.042  O31 0.947
33 H 1.636 -3.414 -0.796  O31 0.920
34 O 1.797 -2.252 1.920  H35 0.895, H36 0.945
35 H 1.443 -2.469 1.127  O34 0.895
36 H 1.430 -2.823 2.577  O34 0.945
37 O 2.443 0.170 2.557  H38 0.942, H39 0.879
38 H 2.194 0.163 3.466  O37 0.942
39 H 2.241 -0.600 2.182  O37 0.879

SMILES string: CC[C@@H](CNC)NC.O.O.O.O.O

---

Q: Which of them is the most stable? A: x.